C5H11NP | the ωB97M-V functional and the def2-TZVPD basis

Structure (XYZ):
```
18
Properties=species:S:1:pos:R:3
C 2.0757 -0.1811 0.8934
C -1.2203 -1.7713 0.6711
C -1.3712 -1.3267 -0.7314
C 0.0250 1.5444 -0.6638
C -0.2070 0.5913 0.4350
N -0.8730 -0.4788 0.2835
P 3.1390 -0.3380 -0.3236
H 2.4614 -0.6406 1.7786
H -2.1232 -1.8437 1.3348
H -0.4058 -2.4364 1.0349
H -0.6454 -1.6356 -1.5527
H -2.4221 -1.2341 -1.1253
H -0.4270 1.3992 -1.6074
H -0.4241 2.4013 -0.1875
H 1.0891 1.6824 -0.8223
H -0.1557 0.9929 1.5094
H 2.2858 0.4030 -1.1593
H 4.1996 -0.5332 -1.1734
```

Energy: -16128.7612 eV
Molar mass: 116.124 u
2S+1: 1
Total charge: +1
HOMO energy: -13.3 eV
Largest force on an atom: 4.049 eV/A
Relative energy (zero: lowest compared OMol25 entry of this formula, charge and spin): 128.8 kcal/mol



C25H72F3O15S13 | the ωB97M-V functional and the def2-TZVPD basis

Structure (XYZ):
```
128
Properties=species:S:1:pos:R:3
C -0.5651 0.1906 -0.3932
F -0.6481 1.2656 0.3568
F -1.8091 -0.1634 -0.7492
F 0.0569 0.5686 -1.4692
S 0.2789 -1.2094 0.4948
O 1.3579 -0.4504 1.0838
O -0.6741 -1.7304 1.4408
O 0.6789 -2.1274 -0.5912
C 3.1899 1.5086 -1.1972
S 3.5769 3.1746 -0.6972
O 3.5169 4.0876 -1.8972
C 1.9879 3.3616 0.1888
H 3.0579 0.7876 -0.3602
H 3.9959 1.2176 -1.8862
H 2.2899 1.7526 -1.8212
H 1.9569 2.7426 1.1638
H 1.2349 3.0386 -0.4852
H 1.8679 4.4536 0.2838
C 3.7709 1.3086 3.2808
S 4.7999 0.8376 1.9638
O 5.2449 2.2456 1.4858
C 6.0189 0.0276 2.9628
H 3.1539 2.1326 2.9068
H 4.1709 1.4916 4.3018
H 3.1249 0.4526 3.2618
H 5.5059 -0.8594 3.4088
H 6.4979 0.6666 3.6618
H 6.8229 -0.2314 2.2998
C -0.5021 -1.0384 -5.5872
S -1.0471 0.1816 -4.3982
O -0.0751 1.3416 -4.2122
C -2.3671 0.9026 -5.4432
H -1.3551 -1.5174 -6.1062
H 0.1209 -1.8844 -5.4022
H 0.0629 -0.5464 -6.3822
H -2.5981 1.7636 -4.8212
H -3.2581 0.2576 -5.5062
H -1.9921 1.2186 -6.3952
C 2.5749 -4.3654 4.3628
S 1.3799 -3.1014 3.9528
O 0.4689 -2.9604 5.1688
C 2.3869 -1.7244 4.2158
H 3.4299 -4.2134 3.6538
H 2.2159 -5.3704 4.1448
H 2.9079 -4.4884 5.3868
H 2.6929 -1.7294 5.2588
H 1.7479 -0.9024 3.9058
H 3.1819 -1.7904 3.5128
C 0.0149 -4.3014 -3.4942
S -1.2891 -3.0814 -3.1932
O -2.1231 -3.0754 -4.4572
C -2.0881 -3.8904 -1.7962
H 0.4779 -4.2314 -4.4862
H -0.4581 -5.2154 -3.6212
H 0.6719 -4.4474 -2.6882
H -3.0691 -3.5404 -1.7902
H -1.6091 -3.4664 -0.8592
H -2.1601 -4.9084 -1.7682
C -3.7281 -0.5624 2.7778
S -4.9951 -1.6234 2.1418
O -5.9441 -0.6964 1.3728
C -4.0661 -2.3644 0.8618
H -2.8341 -1.3924 2.8688
H -4.0931 -0.0934 3.6598
H -3.3881 0.2276 2.0828
H -3.2001 -2.9084 1.2698
H -3.5991 -1.5644 0.1718
H -4.5521 -2.9734 0.1838
C -0.2261 4.7136 -4.3262
S 0.2389 4.1136 -2.6982
O 0.2379 5.4216 -1.9462
C -1.3321 3.3356 -2.3072
H -0.2291 3.8116 -4.9712
H 0.4039 5.4626 -4.6962
H -1.2951 5.0056 -4.3442
H -1.9971 4.1446 -2.2122
H -1.2871 2.8226 -1.3632
H -1.6951 2.6456 -3.0282
C 1.3839 1.2736 5.9008
S 0.2759 2.4026 5.0918
O 1.0989 3.5326 4.4388
C -0.0041 1.2726 3.7108
H 0.8669 0.3476 6.0238
H 1.6709 1.8506 6.7458
H 2.3189 1.0296 5.4148
H -0.4551 0.2746 4.0658
H 0.8869 0.9526 3.2088
H -0.5751 1.5536 2.9078
C 1.6459 -7.3564 1.0408
S 0.0889 -6.4514 1.1158
O -0.1451 -6.3084 2.6018
C 0.7009 -4.8404 0.7798
H 2.1769 -7.1104 0.1628
H 1.4159 -8.4484 1.1318
H 2.3559 -7.0354 1.8408
H -0.1111 -4.1364 0.7878
H 1.0759 -4.7814 -0.2422
H 1.3929 -4.5164 1.4488
C -2.7871 5.6546 0.1998
S -1.1891 5.3986 0.9228
O -0.8591 6.6786 1.7668
C -1.5301 4.0426 2.0468
H -2.7561 6.5326 -0.4992
H -3.3631 5.6286 1.0508
H -3.0311 4.7876 -0.4532
H -1.8921 3.2546 1.4178
H -1.9911 4.3166 2.8538
H -0.6061 3.7646 2.4568
C 3.9539 -2.9234 -3.1802
S 4.1009 -1.1594 -3.3872
O 4.6529 -1.0814 -4.7832
C 2.3629 -0.7824 -3.4772
H 3.2699 -3.2664 -2.4072
H 4.9569 -3.1374 -2.7532
H 4.1049 -3.4924 -4.1182
H 2.1969 0.2456 -3.4362
H 1.9099 -1.1694 -2.4962
H 2.0609 -1.3184 -4.3422
C -6.8581 3.0876 -1.0792
S -5.2221 3.6136 -0.3712
O -5.4681 4.0576 1.0168
C -4.5571 2.0086 -0.3572
H -7.2331 2.3046 -0.4022
H -6.8081 2.5226 -2.0442
H -7.4491 4.0116 -1.0722
H -3.8891 1.8816 0.5028
H -3.9961 1.7846 -1.2822
H -5.3741 1.3096 -0.1252
```

Energy: -206803.9599 eV
Molar mass: 1086.701 u
2S+1: 1
Total charge: -1
HOMO energy: -5.6 eV
Largest force on an atom: 6.009 eV/A
Relative energy (zero: lowest compared OMol25 entry of this formula, charge and spin): 57.0 kcal/mol